Record 1
Entry from OMol25: a single C7H8OS2 molecule (ωB97M-V with the def2-TZVPD basis set).

- Energy relative to the best compared isomer or geometry (same formula, charge and spin): 182.9 kJ/mol
- SMILES: C=C[C@H](SS)c1ccoc1
- Gap between HOMO and LUMO: 9.29 eV
- Charge: 0
- Highest occupied orbital energy: -0.3199 hartree

The geometry in XYZ format:
```
18
Properties=species:S:1:pos:R:3:lowdin_charge:R:1
C 1.62237 -2.13403 -0.54577 -0.043
C 1.32183 -1.69888 0.63766 -0.079
C -0.21252 -0.77716 0.85541 -0.543
S -1.59988 -1.70712 0.09671 0.455
S -3.15766 -0.38790 0.15700 0.321
C -0.02483 0.57923 0.38120 -0.336
C -0.12211 1.13822 -0.95855 -0.061
C 0.06496 2.45881 -0.88584 -0.145
O 0.05499 2.82870 0.40511 -0.013
C 0.12185 1.66772 1.17981 -0.038
H 2.38532 -2.88222 -0.78761 0.070
H 0.98936 -1.95510 -1.34556 0.022
H 1.99764 -1.75893 1.47219 0.079
H -0.28028 -0.75820 1.88705 0.054
H -3.39927 -0.18626 -1.18823 -0.164
H -0.32104 0.66804 -1.95667 0.130
H 0.34883 3.16941 -1.69497 0.142
H 0.21041 1.73566 2.29107 0.149
```

Record 2
Entry from OMol25: C7H9AlCl4F3O as an isolated structure (ωB97M-V with the def2-TZVPD basis set).

- Gap between HOMO and LUMO: 7.53 eV
- Charge: -1
- Highest occupied orbital energy: -0.1937 hartree

The geometry in XYZ format:
```
25
Properties=species:S:1:pos:R:3:lowdin_charge:R:1
O -0.64310 3.49939 -3.06084 -0.029
C -0.38221 2.43167 -2.54953 -0.431
C -1.32643 1.48399 -1.93824 -0.258
Al -0.68087 0.75311 -0.12235 0.280
C -0.07785 -1.15987 -0.47712 -0.300
C 1.14678 -1.21155 -1.40281 -0.226
C 2.43349 -0.88711 -0.70506 -0.243
F 2.44039 -0.81550 0.63788 0.059
C 3.59346 -0.71899 -1.29606 -0.324
F 3.75718 -0.77493 -2.61813 0.111
F 4.75497 -0.46871 -0.69717 0.117
H 0.68706 2.12599 -2.50467 0.093
H -2.31817 1.94537 -1.90886 0.047
H -1.37846 0.61453 -2.61138 0.057
H -1.87766 0.79309 0.95998 -0.120
H 0.62194 1.62768 0.30924 -0.078
H 0.13587 -1.70935 0.44516 0.032
H -0.90089 -1.67591 -0.98467 0.041
H 1.27976 -2.18975 -1.88373 0.109
H 1.01846 -0.48577 -2.21437 0.096
C -2.44567 -0.63345 4.90980 -2.063
Cl -3.36393 -2.15336 4.90675 0.492
Cl -1.30388 -0.61936 3.59247 0.542
Cl -3.57316 0.71944 4.74785 0.509
Cl -1.59710 -0.49063 6.46586 0.487
```

Record 3
Entry from OMol25: C7H9Br as an isolated structure (ωB97M-V with the def2-TZVPD basis set).

- Energy relative to the best compared isomer or geometry (same formula, charge and spin): 450.6 kJ/mol
- Gap between HOMO and LUMO: 10.29 eV
- Charge: 0
- Highest occupied orbital energy: -0.3557 hartree

The geometry in XYZ format:
```
17
Properties=species:S:1:pos:R:3:lowdin_charge:R:1
C -1.45302 -3.02947 -0.46461 0.016
C -1.06733 -1.93412 -0.31972 -0.043
C -0.10427 0.82400 -0.80388 -0.287
C -0.98172 0.79990 0.40605 -0.586
C -0.10438 -0.37091 0.19969 -0.395
C 1.09309 1.79836 -0.80125 -0.039
C 0.92041 -0.65985 1.16220 -0.079
Br -2.93601 0.59404 -0.01841 0.634
H -1.52397 -4.05198 -0.61599 0.001
H -0.44033 0.56097 -1.81449 0.140
H -0.77990 1.40873 1.31459 0.118
H 1.10463 2.25043 0.25511 0.112
H 0.71459 2.49537 -1.46169 0.049
H 1.97954 1.45057 -1.15792 0.046
H 1.63562 -1.48269 0.79821 0.121
H 0.41943 -0.92907 2.11410 0.105
H 1.52359 0.27574 1.20802 0.088
```

Record 4
Entry from OMol25: C7H9Br2N2O4 as an isolated structure (ωB97M-V with the def2-TZVPD basis set).

- Energy relative to the best compared isomer or geometry (same formula, charge and spin): 0.0 kJ/mol
- Gap between HOMO and LUMO: 7.51 eV
- Charge: +1
- Highest occupied orbital energy: -0.4550 hartree

The geometry in XYZ format:
```
24
Properties=species:S:1:pos:R:3:lowdin_charge:R:1
C 2.20587 0.17617 -3.20274 0.081
C -1.70051 0.83612 0.32595 -0.462
C -0.20270 0.59522 0.68757 -0.462
C 3.10456 -1.15503 1.30903 -0.029
C -2.74783 0.07069 1.03244 -0.089
C 2.05523 0.54811 -0.05469 -0.734
C 0.73579 1.08270 -0.39956 -0.505
N 2.55690 0.03316 -2.13632 0.116
N -3.76223 -0.41393 -0.02621 0.175
O -2.07168 1.57520 -0.54684 0.091
O 0.06818 0.16040 1.77579 0.103
O 0.49529 1.86999 -1.26690 0.143
O 2.06857 -0.53647 0.55564 -0.131
Br 3.50861 1.66673 0.16741 1.037
Br -0.60030 -1.19035 -1.08298 0.441
H 3.20503 -0.74438 2.33168 0.116
H 4.14396 -1.03288 0.86966 0.098
H 2.90838 -2.35551 1.23778 0.175
H -2.36027 -0.61110 1.71820 0.112
H -3.37218 0.68631 1.66285 0.142
H -4.76563 -0.56578 0.37397 0.215
H -3.26428 -1.23325 -0.52533 0.134
H -3.98805 0.36209 -0.64426 0.144
H 1.77928 0.17579 -4.16216 0.091
```

Record 5
Entry from OMol25: a 2-piece molecular cluster, C7H9BrFNS overall (ωB97M-V with the def2-TZVPD basis set).

- Energy relative to the best compared isomer or geometry (same formula, charge and spin): 326.0 kJ/mol
- SMILES: CC(C)(C)C#CBr.FC#[N+][S-]
- Gap between HOMO and LUMO: 8.21 eV
- Charge: 0
- Highest occupied orbital energy: -0.3157 hartree

The geometry in XYZ format:
```
20
Properties=species:S:1:pos:R:3:lowdin_charge:R:1
C 1.31090 0.40162 1.34922 -0.092
C 0.96674 0.46604 -0.10736 -0.638
C 1.78956 1.48056 -0.87133 -0.051
C 1.09899 -1.00091 -0.56285 -0.030
C -0.48638 0.89703 -0.12460 -0.076
C -1.63205 1.04768 0.27907 -0.637
Br -3.34359 1.58415 0.38150 0.783
H 2.45090 0.60780 1.37862 0.111
H 1.03067 1.41698 1.78469 0.108
H 0.88806 -0.46125 1.89709 0.100
H 1.29326 2.46960 -1.10403 0.102
H 2.76567 1.70135 -0.41599 0.076
H 2.01501 0.87855 -1.83238 0.102
H 1.84647 -1.12197 -1.32858 0.071
H 1.48627 -1.55217 0.29102 0.073
H 0.11334 -1.33389 -0.87564 0.079
F -2.95830 -1.05561 -1.70822 0.136
C -3.45503 -1.68245 -0.68883 -0.196
N -3.46691 -2.10937 0.41794 -0.602
S -3.71359 -2.63371 1.84065 0.584
```

Record 6
Entry from OMol25: C7H9Cl2GdLaNO4 as an isolated structure (ωB97M-V with the def2-TZVPD basis set).

- Gap between HOMO and LUMO (alpha / beta): 3.31 / 5.32 eV
- Charge: +4
- 2S+1: 8
- Highest occupied orbital energy (alpha / beta): -0.7172 / -0.8793 hartree

The geometry in XYZ format:
```
25
Properties=species:S:1:pos:R:3:lowdin_spin:R:1
La -2.20636 -1.26749 -4.19263 0.413
Gd 0.34908 -0.37397 0.05904 5.197
Cl -1.42364 -2.14219 -1.77450 -0.004
Cl -0.54330 1.81384 -0.61939 -0.166
C 1.79095 1.51125 0.97906 -0.001
C -0.21951 -2.13329 -4.93229 0.141
C -0.54177 0.31733 -4.37955 0.174
O 2.11816 2.55928 1.31223 0.001
O 0.91165 -2.42315 -4.89805 0.126
O 0.44852 0.92374 -4.49808 0.137
C -1.63077 -1.31972 5.25778 0.096
N -0.99066 -1.61007 3.96970 0.426
C -0.46466 -2.95851 3.73663 0.078
C -0.90011 -0.71965 3.00971 0.080
C -1.48203 0.64967 3.09820 0.005
O -0.29346 -1.09911 1.91997 0.130
H -1.58522 -2.23790 5.84483 0.001
H -2.67904 -1.01878 5.11484 0.042
H -1.08894 -0.51543 5.78195 0.044
H -0.96343 -3.45368 2.89205 0.035
H 0.61925 -2.94543 3.55918 0.037
H -0.66843 -3.52784 4.64715 0.001
H -0.70944 1.43710 3.06055 0.004
H -2.18530 0.80793 2.26400 0.003
H -2.03062 0.76246 4.04371 0.001
```

Record 7
Entry from OMol25: a 3-piece molecular cluster, C7H9Cl3N overall (ωB97M-V with the def2-TZVPD basis set).

- Energy relative to the best compared isomer or geometry (same formula, charge and spin): 19.9 kJ/mol
- Gap between HOMO and LUMO: 7.50 eV
- Charge: -1
- Highest occupied orbital energy: -0.1661 hartree

The geometry in XYZ format:
```
20
Properties=species:S:1:pos:R:3:lowdin_charge:R:1
Cl -20.52115 -2.80419 -12.89282 -0.710
Cl -19.08941 -6.90877 -15.87534 0.461
C -19.23873 -5.07141 -15.86354 -0.646
C -17.93766 -4.45355 -15.61878 -0.665
Cl -16.84386 -4.67298 -17.04647 0.482
H -19.82813 -4.81090 -14.98442 0.024
H -19.77734 -4.67313 -16.72341 0.067
H -17.45484 -4.73093 -14.68174 0.085
H -18.13296 -3.38648 -15.51242 0.051
N -18.03944 1.03135 -16.77609 0.041
C -18.35072 0.51102 -17.97543 -0.172
C -19.26548 -0.57155 -18.21283 -0.062
C -19.66272 -1.34580 -17.09305 -0.069
C -19.33997 -0.82654 -15.83269 -0.090
C -18.59234 0.33365 -15.75402 -0.154
H -18.03672 1.12183 -18.80892 0.082
H -19.43678 -0.85616 -19.24047 0.081
H -20.20906 -2.27381 -17.17496 0.092
H -19.78057 -1.34885 -14.99635 0.001
H -18.34688 0.72273 -14.77690 0.099
```

Record 8
Entry from OMol25: a 2-piece molecular cluster, C7H9ClN2 overall (ωB97M-V with the def2-TZVPD basis set).

- Energy relative to the best compared isomer or geometry (same formula, charge and spin): 197.0 kJ/mol
- SMILES: Clc1ncccn1.C=CC
- Gap between HOMO and LUMO: 9.80 eV
- Charge: 0
- Highest occupied orbital energy: -0.3429 hartree

The geometry in XYZ format:
```
19
Properties=species:S:1:pos:R:3:lowdin_charge:R:1
Cl 1.72988 1.44812 1.97209 0.667
C 0.09307 2.00817 1.70703 -0.780
N -0.28671 1.67144 0.50517 0.030
C -1.46110 2.01210 0.11366 -0.162
C -2.34401 2.57633 0.97859 -0.055
C -1.90178 2.77349 2.29345 -0.137
N -0.65519 2.56189 2.62576 0.078
H -1.52931 1.75875 -0.97422 0.134
H -3.34597 2.98080 0.67486 0.120
H -2.60611 3.20352 3.15128 0.155
C 1.65127 -2.47559 -0.05022 -0.031
C 1.26109 -1.85022 -1.17078 -0.274
C 1.44676 -0.43796 -1.50077 -0.131
H 1.40635 -3.50372 0.28337 0.057
H 2.23043 -1.78833 0.60627 0.053
H 0.53372 -2.49560 -1.86282 0.128
H 1.82440 -0.26699 -2.48264 0.069
H 0.51908 0.06233 -1.38485 0.041
H 2.11468 -0.05470 -0.78295 0.039
```

Record 9
Entry from OMol25: a single C7H9ClN2S molecule (ωB97M-V with the def2-TZVPD basis set).

- Energy relative to the best compared isomer or geometry (same formula, charge and spin): 444.2 kJ/mol
- Gap between HOMO and LUMO: 6.93 eV
- Charge: 0
- Highest occupied orbital energy: -0.2543 hartree

The geometry in XYZ format:
```
20
Properties=species:S:1:pos:R:3:lowdin_charge:R:1
C 1.38299 2.68245 -1.08468 -0.284
C 0.17101 2.04272 -0.90463 0.072
C 0.93942 0.07761 -1.84991 -0.465
C 2.55137 1.99758 -1.47639 -0.974
C -0.73006 1.15969 -0.07482 -0.324
C -0.19540 0.82611 1.31477 -0.036
C 0.75041 -1.97456 -0.80612 -0.089
N -0.97148 -0.21835 -0.76460 0.015
N 0.16079 -0.83581 -1.36093 -0.263
S 2.53080 0.26367 -1.91451 0.999
Cl 3.78884 3.02764 -2.19349 0.517
H 1.32073 3.78382 -0.72638 0.144
H -1.61177 1.63324 0.00354 0.082
H -0.48399 1.46779 2.12872 0.078
H 0.84395 0.92821 1.29836 0.057
H -0.45659 -0.20502 1.45430 0.062
H 1.83980 -1.78696 -0.79753 0.048
H 0.40278 -2.18683 0.27968 0.115
H 0.44702 -2.96116 -1.30732 0.110
H -1.69567 -0.13987 -1.52025 0.138
```

Record 10
Entry from OMol25: a 2-piece molecular cluster, C7H9ClN3O4 overall (ωB97M-V with the def2-TZVPD basis set).

- Energy relative to the best compared isomer or geometry (same formula, charge and spin): 0.0 kJ/mol
- Gap between HOMO and LUMO: 7.86 eV
- Charge: +1
- Highest occupied orbital energy: -0.4724 hartree

The geometry in XYZ format:
```
24
Properties=species:S:1:pos:R:3:lowdin_charge:R:1
O 1.36096 -1.52894 2.07961 0.193
C 1.55019 -0.49743 1.52976 -0.480
O 2.75106 -0.19968 0.98391 0.078
C 0.37322 0.42526 1.30570 -0.077
C -0.84729 -0.13850 1.55769 0.117
C -2.00010 0.60262 1.34444 -0.270
O -3.18198 0.03817 1.56662 0.175
N -1.90720 1.85193 0.87937 0.192
C -0.70949 2.43695 0.64147 -0.034
C 0.45827 1.75585 0.85051 -0.562
Cl 1.90894 2.58636 0.51939 0.841
H 3.18128 0.48330 1.51786 0.113
H -0.93250 -1.14948 1.91116 0.157
H -3.88576 0.68888 1.69718 0.148
H -2.74731 2.38524 0.69452 0.195
H -0.69433 3.44348 0.26336 0.144
C 0.51812 -1.18885 -2.27710 -0.663
O 0.16144 -0.07702 -1.89677 0.005
N 0.09036 -1.74066 -3.44319 0.166
N 1.36214 -1.94773 -1.52115 0.179
H 0.37257 -2.64733 -3.76369 0.103
H -0.53176 -1.19534 -4.01016 0.109
H 1.67975 -1.51266 -0.68205 0.061
H 1.66940 -2.87441 -1.74843 0.110
```

Record 11
Entry from OMol25: a single C7H9F molecule (ωB97M-V with the def2-TZVPD basis set).

- Energy relative to the best compared isomer or geometry (same formula, charge and spin): 24.7 kJ/mol
- SMILES: C=C1CCC=C1CF
- Gap between HOMO and LUMO: 9.71 eV
- Charge: 0
- Highest occupied orbital energy: -0.3188 hartree

The geometry in XYZ format:
```
17
Properties=species:S:1:pos:R:3:lowdin_charge:R:1
C -0.35642 -0.88083 1.89409 0.062
C 0.03715 -0.52555 0.68415 -0.263
C 1.14004 -1.22968 -0.16337 -0.125
C 1.10799 -0.54352 -1.55138 -0.157
C 0.12781 0.61558 -1.32268 -0.043
C -0.42642 0.60734 -0.14154 -0.219
C -1.37514 1.65354 0.40805 -0.143
F -2.52682 1.01159 0.87485 -0.049
H -1.09583 -0.24991 2.37278 0.060
H 0.07917 -1.75919 2.34930 0.066
H 2.05203 -1.06146 0.42081 0.116
H 0.97963 -2.30268 -0.30999 0.110
H 2.05249 -0.09022 -1.93486 0.115
H 0.66634 -1.21210 -2.30438 0.107
H -0.02461 1.43177 -2.03741 0.118
H -0.84724 2.21367 1.20022 0.130
H -1.59018 2.32163 -0.43864 0.116
```

Record 12
Entry from OMol25: a single C7H9F molecule (ωB97M-V with the def2-TZVPD basis set).

- Energy relative to the best compared isomer or geometry (same formula, charge and spin): 127.7 kJ/mol
- Gap between HOMO and LUMO (alpha / beta): 4.58 / 5.74 eV
- Charge: 0
- 2S+1: 3
- Highest occupied orbital energy (alpha / beta): -0.1364 / -0.3167 hartree

The geometry in XYZ format:
```
17
Properties=species:S:1:pos:R:3:lowdin_spin:R:1
C 0.99161 -0.31235 -1.56685 0.353
C 0.91147 -0.15175 -0.04371 0.261
C 0.49605 0.83846 -1.26490 0.353
C 0.06090 -0.97888 0.88814 0.257
C 0.36118 -1.71795 1.94377 0.412
C 0.10754 2.24896 -1.59041 0.071
C -1.44170 -0.73329 0.83182 0.045
F -0.59372 -2.24983 2.77942 0.102
H 1.26101 -1.06546 -2.29905 0.050
H 1.68510 0.27580 0.43056 0.014
H 1.39381 -1.85057 2.33673 0.022
H 0.36457 2.81066 -0.68484 0.007
H -0.91620 2.30600 -1.87465 0.021
H 0.74531 2.68609 -2.39340 0.004
H -1.75972 0.09895 1.55415 0.018
H -2.02764 -1.66295 1.17879 0.003
H -1.63957 -0.54190 -0.22556 0.006
```

The records above yield strongest force on any atom values of 4.55, 0.56, 8.47, 3.95, 5.43, 7.86, 2.27, 4.64, 4.49, 0.82, 2.40, 6.70 eV/A, respectively.
The records above yield total energy values of -31103.7713, -74291.3542, -77442.1194, -158648.7259, -92483.8264, -63776.2229, -46464.6841, -22905.6767, -33734.9391, -32582.0539, -10121.1751, -10113.2618 eV, respectively.